Formula: C4H14NO2
Source: the OMol25 dataset
Level of theory: ωB97M-V/def2-TZVPD

```
21
Properties=species:S:1:pos:R:3
C -0.787 -2.106 0.510
C -0.896 -0.947 -0.461
C 0.157 0.206 -0.426
C 0.504 0.828 0.961
O -0.565 1.762 1.129
N -2.247 -0.179 -0.249
H -1.774 -2.620 0.305
H -0.450 -2.080 1.537
H -0.083 -2.714 -0.086
H -0.856 -1.304 -1.520
H 1.060 -0.271 -0.798
H -0.331 1.060 -0.907
H 0.402 0.073 1.751
H 1.476 1.325 0.777
H -0.529 2.150 2.012
H -2.701 -0.291 -1.157
H -2.808 -0.582 0.527
H -2.194 0.837 -0.130
H 4.271 0.825 -1.288
H 3.376 -0.314 -1.900
O 3.411 0.402 -1.261
```

Net charge   +1
Orbital gap   0.4130 Ha
E_tot   -9952.831 eV

Atomic partial charges in e from the Mulliken method, atoms 1 to 6: atom 1 (C): -1.23, atom 2 (C): 0.21, atom 3 (C): -0.86, atom 4 (C): -0.36, atom 5 (O): -0.51, atom 6 (N): -0.30

=====

Formula: CH7CuInNO3S
Source: the OMol25 dataset
Level of theory: ωB97M-V/def2-TZVPD

```
15
Properties=species:S:1:pos:R:3
N 2.796 -0.646 -0.642
In 0.977 -0.141 0.251
O 0.543 1.852 0.528
C -0.852 -0.972 -0.808
S -1.970 0.095 -0.189
O -3.256 -0.425 0.126
O -1.922 1.329 -0.879
H 3.527 -0.514 0.043
H 2.975 0.011 -1.390
H 0.869 -0.839 1.903
H 0.596 2.363 -0.276
H -0.909 -0.933 -1.884
H -1.027 -1.966 -0.423
H -1.318 0.274 1.073
Cu -1.030 0.511 2.566
```

Net charge   0
Orbital gap   0.2436 Ha
E_tot   -69427.218 eV

Atomic partial charges in e from the Mulliken method, atoms 1 to 6: atom 1 (N): -0.72, atom 2 (In): 0.75, atom 3 (O): -0.76, atom 4 (C): -0.87, atom 5 (S): 0.90, atom 6 (O): -0.62

=====

Formula: C4H15N2O2
Source: the OMol25 dataset
Level of theory: ωB97M-V/def2-TZVPD

```
23
Properties=species:S:1:pos:R:3
C -0.248 -1.323 -1.412
O -1.356 -0.596 -1.016
C 1.127 -0.832 -0.652
C 0.884 -1.390 0.803
C 2.145 -1.015 1.611
N 1.888 -1.277 2.977
N 1.149 0.492 -0.609
H -0.490 -2.363 -1.239
H -0.075 -1.155 -2.470
H -1.101 0.318 -0.837
H 2.014 -1.314 -1.077
H -0.019 -0.944 1.214
H 0.812 -2.477 0.764
H 2.971 -1.630 1.251
H 2.413 0.040 1.399
H -2.031 1.642 -1.036
H 2.657 -1.750 3.440
H 1.705 -0.483 3.579
H -2.536 2.195 -1.055
H 1.780 0.921 -1.299
H -5.088 4.172 -0.886
H -4.281 4.775 -2.005
O -4.322 3.993 -1.444
```

Net charge   +1
Orbital gap   0.2107 Ha
E_tot   -11454.247 eV

Atomic partial charges in e from the Mulliken method, atoms 1 to 6: atom 1 (C): -0.43, atom 2 (O): -0.39, atom 3 (C): 0.06, atom 4 (C): -0.65, atom 5 (C): -0.57, atom 6 (N): -0.49

=====

Formula: C3H2N2O3
Source: the OMol25 dataset
Level of theory: ωB97M-V/def2-TZVPD

```
10
Properties=species:S:1:pos:R:3
N 0.606 0.623 -0.296
C -0.658 0.936 -0.909
C 1.046 -0.343 0.557
O -1.697 0.233 -0.524
C -0.013 -1.332 1.011
O -0.674 1.774 -1.754
O 2.152 -0.409 1.013
N -0.586 -2.265 1.351
H -1.512 -0.488 0.135
H 1.334 1.272 -0.583
```

SMILES   N#CC(=O)NC(=O)O
Net charge   0
Orbital gap   0.4089 Ha
E_tot   -12265.812 eV

Atomic partial charges in e from the Mulliken method, atoms 1 to 6: atom 1 (N): -0.20, atom 2 (C): 0.60, atom 3 (C): 0.71, atom 4 (O): -0.44, atom 5 (C): 0.12, atom 6 (O): -0.50

=====

Formula: C5H11NO
Source: the OMol25 dataset
Level of theory: ωB97M-V/def2-TZVPD

```
18
Properties=species:S:1:pos:R:3
C 0.693 0.493 -1.016
C 0.418 -0.723 -1.462
C 1.432 -1.819 -1.615
C -0.304 1.598 -0.858
H 1.715 0.723 -0.727
H -0.607 -0.951 -1.732
H 1.106 -2.715 -1.087
H 1.573 -2.065 -2.667
H 2.386 -1.498 -1.199
H -1.261 1.344 -1.315
H 0.024 2.506 -1.367
H -0.446 1.838 0.193
C -1.106 -0.334 2.112
N -1.107 0.754 2.924
O -2.108 -0.909 1.760
H -0.099 -0.674 1.818
H -2.017 1.105 3.177
H -0.293 1.327 3.061
```

SMILES   C/C=C/C.NC=O
Net charge   0
Orbital gap   0.3731 Ha
E_tot   -8900.677 eV

Atomic partial charges in e from the Mulliken method, atoms 1 to 6: atom 1 (C): -0.10, atom 2 (C): 0.04, atom 3 (C): -1.16, atom 4 (C): -1.09, atom 5 (H): 0.26, atom 6 (H): 0.27

=====

Formula: C48H88Cl3N16
Source: the OMol25 dataset
Level of theory: ωB97M-V/def2-TZVPD

```
155
Properties=species:S:1:pos:R:3
C -4.172 -1.762 -4.421
C -5.295 -1.441 -3.408
N -5.349 -0.031 -3.137
C -5.974 0.908 -3.870
C -5.714 2.152 -3.384
N -4.987 1.934 -2.249
C -4.710 0.635 -2.114
C -4.325 2.892 -1.402
H -4.285 -1.058 -5.235
H -4.228 -2.834 -4.667
H -3.199 -1.519 -4.046
H -5.165 -1.991 -2.473
H -6.232 -1.816 -3.765
H -6.452 0.634 -4.782
H -5.945 3.123 -3.729
H -4.160 0.183 -1.287
H -4.097 2.443 -0.436
H -4.948 3.752 -1.280
H -3.419 3.339 -1.793
C 4.699 2.762 -4.766
C 4.913 3.122 -6.241
N 3.677 3.098 -7.018
C 2.931 4.149 -7.494
C 1.832 3.691 -8.119
N 1.939 2.316 -8.070
C 3.071 1.965 -7.409
C 1.035 1.377 -8.727
H 4.124 1.824 -4.773
H 4.104 3.499 -4.178
H 5.675 2.465 -4.300
H 5.528 2.361 -6.683
H 5.393 4.099 -6.357
H 3.304 5.144 -7.406
H 0.984 4.139 -8.619
H 3.411 0.982 -7.192
H 1.593 0.451 -8.999
H 0.601 1.795 -9.654
H 0.266 1.154 -8.010
C -0.775 -6.321 -6.238
C -0.763 -5.674 -4.883
N 0.609 -5.602 -4.342
C 1.312 -4.412 -4.198
C 2.581 -4.773 -3.868
N 2.650 -6.162 -3.941
C 1.492 -6.643 -4.317
C 3.834 -7.025 -3.991
H -0.025 -5.899 -6.928
H -1.719 -6.155 -6.719
H -0.635 -7.401 -6.219
H -1.430 -6.220 -4.201
H -1.116 -4.629 -4.921
H 0.882 -3.412 -4.232
H 3.494 -4.252 -3.534
H 1.238 -7.674 -4.503
H 4.233 -7.169 -4.970
H 3.437 -8.003 -3.705
H 4.587 -6.652 -3.311
C -4.598 7.042 2.953
C -4.741 5.613 3.480
N -3.796 4.613 3.028
C -3.955 3.197 3.040
C -2.871 2.589 2.515
N -1.967 3.679 2.337
C -2.553 4.835 2.601
C -0.602 3.579 1.941
H -3.801 7.526 3.492
H -5.489 7.621 3.142
H -4.466 7.136 1.869
H -5.705 5.213 3.192
H -4.683 5.544 4.568
H -4.878 2.809 3.391
H -2.651 1.598 2.252
H -2.225 5.833 2.492
H -0.507 3.507 0.868
H -0.232 2.633 2.387
H -0.046 4.413 2.337
C 1.652 -3.282 5.178
C 1.851 -2.692 6.557
N 0.675 -2.440 7.301
C -0.480 -1.863 6.813
C -1.267 -1.645 7.880
N -0.594 -2.024 9.006
C 0.600 -2.537 8.653
C -1.145 -2.066 10.325
H 1.012 -4.165 5.293
H 2.597 -3.548 4.803
H 1.195 -2.621 4.508
H 2.357 -1.717 6.427
H 2.548 -3.269 7.204
H -0.760 -1.673 5.762
H -2.295 -1.280 7.946
H 1.337 -2.980 9.293
H -1.018 -1.135 10.857
H -0.608 -2.837 10.861
H -2.214 -2.223 10.296
C 5.574 6.802 4.519
C 4.996 5.853 3.496
N 5.985 5.418 2.531
C 6.898 4.418 2.693
C 7.675 4.407 1.569
N 7.205 5.411 0.747
C 6.199 6.000 1.339
C 7.714 5.734 -0.578
H 5.944 7.609 3.912
H 6.389 6.346 5.073
H 4.842 7.187 5.208
H 4.233 6.425 2.929
H 4.523 4.932 3.883
H 6.930 3.806 3.557
H 8.516 3.783 1.265
H 5.621 6.800 0.946
H 8.247 4.872 -0.976
H 8.406 6.550 -0.503
H 6.852 6.050 -1.145
C -3.732 -5.133 0.136
C -3.118 -4.643 1.417
N -3.986 -4.847 2.575
C -4.509 -3.894 3.456
C -5.271 -4.527 4.363
N -5.162 -5.890 4.065
C -4.401 -6.036 2.969
C -5.749 -6.908 4.959
H -3.078 -4.839 -0.711
H -4.629 -4.540 -0.055
H -4.082 -6.125 -0.017
H -2.946 -3.580 1.319
H -2.134 -5.037 1.691
H -4.316 -2.846 3.204
H -5.949 -4.230 5.175
H -4.227 -6.976 2.485
H -6.796 -6.695 5.089
H -5.150 -7.026 5.831
H -5.732 -7.827 4.408
C 2.695 1.616 1.278
C 3.101 1.038 -0.049
N 2.120 0.006 -0.421
C 1.795 -1.045 0.380
C 0.608 -1.588 -0.052
N 0.166 -0.772 -1.098
C 1.180 0.130 -1.354
C -1.249 -0.634 -1.594
H 2.843 0.837 1.954
H 1.668 1.928 1.224
H 3.371 2.412 1.420
H 4.085 0.568 0.076
H 3.167 1.796 -0.829
H 2.384 -1.314 1.216
H 0.059 -2.484 0.191
H 1.096 0.806 -2.215
H -1.263 0.158 -2.329
H -1.942 -0.391 -0.770
H -1.643 -1.512 -2.071
Cl 0.056 0.181 -5.219
Cl 5.150 3.448 -0.331
Cl -3.222 -0.827 1.438
```

Net charge   +5
Orbital gap   0.2538 Ha
E_tot   -112570.247 eV

Atomic partial charges in e from the Mulliken method, atoms 1 to 6: atom 1 (C): -0.80, atom 2 (C): -0.73, atom 3 (N): 0.22, atom 4 (C): -0.30, atom 5 (C): -0.46, atom 6 (N): 0.19

=====

Formula: C4H12
Source: the OMol25 dataset
Level of theory: ωB97M-V/def2-TZVPD

```
16
Properties=species:S:1:pos:R:3
C -0.562 0.089 1.493
C -0.161 -0.084 2.950
H 0.277 -0.075 0.818
H -1.419 -0.529 1.240
H -0.869 1.113 1.259
H -0.313 -1.105 3.298
H -0.699 0.565 3.653
H 0.903 0.130 3.110
C 0.151 -0.751 -2.330
C 0.537 0.711 -2.119
H -0.201 -1.171 -1.394
H -0.596 -0.849 -3.114
H 1.006 -1.333 -2.677
H -0.330 1.324 -1.857
H 1.278 0.808 -1.321
H 0.996 1.157 -3.009
```

SMILES   CC.CC
Net charge   0
Orbital gap   0.4742 Ha
E_tot   -4342.434 eV

Atomic partial charges in e from the Mulliken method, atoms 1 to 6: atom 1 (C): -0.61, atom 2 (C): -0.95, atom 3 (H): 0.09, atom 4 (H): 0.32, atom 5 (H): 0.29, atom 6 (H): 0.27

=====

Formula: C3H9OS
Source: the OMol25 dataset
Level of theory: ωB97M-V/def2-TZVPD

```
14
Properties=species:S:1:pos:R:3
C -0.367 0.246 -3.205
O -1.106 1.143 -2.402
H -0.885 0.240 -4.193
H 0.725 0.345 -3.070
H -0.530 -0.750 -2.769
C 0.550 -0.028 2.917
C 0.484 -0.556 1.451
S -1.151 -0.422 0.640
H 0.359 -0.904 3.563
H -0.361 0.589 3.067
H 1.397 0.599 3.174
H 1.126 0.103 0.860
H 0.903 -1.563 1.413
H -1.145 0.957 -1.447
```

Net charge   -1
Orbital gap   0.2460 Ha
E_tot   -16139.817 eV

Atomic partial charges in e from the Mulliken method, atoms 1 to 6: atom 1 (C): -0.48, atom 2 (O): -0.48, atom 3 (H): 0.23, atom 4 (H): 0.21, atom 5 (H): 0.20, atom 6 (C): -0.91

=====

Formula: C33H76B2N27O16
Source: the OMol25 dataset
Level of theory: ωB97M-V/def2-TZVPD

```
154
Properties=species:S:1:pos:R:3
C -5.700 3.320 1.464
C -4.725 2.103 2.025
C -3.372 2.591 2.865
C -2.315 1.464 3.418
C -2.568 -0.138 3.183
C -1.517 -1.346 3.666
C -0.773 -1.823 2.246
C -0.934 -3.204 1.378
C -1.859 -4.508 1.730
B -3.028 -4.858 0.629
O -4.317 -4.107 0.762
O -2.878 -5.897 -0.435
N -0.005 -2.875 0.232
C 0.257 -3.757 -0.969
B 0.939 -5.214 -0.626
O 0.425 -6.402 -1.371
O 2.039 -5.240 0.359
C 0.669 -1.508 0.388
C 1.731 -0.711 -0.574
C 3.076 -0.168 0.199
C 4.427 -1.071 -0.081
C 5.135 -0.887 -1.570
C 6.498 -1.768 -1.848
C 7.145 -2.808 -0.714
C 6.364 -2.946 0.747
C 4.992 -2.073 1.091
N 0.201 -0.826 1.656
N 0.515 0.393 2.234
C -3.933 -0.664 2.372
C -4.993 0.499 1.816
H -5.498 4.335 2.033
H -6.832 3.028 1.390
H -5.343 3.517 0.342
H -3.181 3.743 3.016
H -1.352 1.811 3.989
H -2.082 -2.262 4.157
H -0.672 -0.942 4.374
H -2.383 -4.422 2.786
H -1.150 -5.461 1.798
H -4.198 -3.193 0.332
H -2.932 -5.455 -1.343
H 0.905 -3.193 -1.768
H -0.805 -3.933 -1.484
H 0.722 -6.325 -2.340
H 1.587 -4.991 1.241
H 2.005 -1.323 -1.550
H 1.168 0.264 -0.971
H 3.313 0.922 -0.216
H 2.968 -0.059 1.359
H 4.656 -0.149 -2.378
H 7.024 -1.655 -2.890
H 8.138 -3.424 -0.923
H 6.798 -3.682 1.553
H 4.404 -2.142 2.112
H 0.879 1.088 1.546
H 1.240 0.168 2.970
H -4.138 -1.806 2.197
H -5.935 0.134 1.222
C -8.300 -0.308 4.662
O -7.923 0.534 5.461
N -9.443 -1.000 4.819
N -7.607 -0.620 3.552
H -9.770 -1.697 4.171
H -9.996 -0.796 5.641
H -6.740 -0.122 3.396
H -7.901 -1.310 2.882
C 0.167 0.580 -3.786
O 0.907 1.194 -3.034
N 0.562 -0.515 -4.461
N -1.110 0.942 -4.006
H -0.033 -1.034 -5.085
H 1.516 -0.821 -4.324
H -1.447 1.761 -3.517
H -1.735 0.449 -4.621
C -3.189 -5.615 5.297
O -2.426 -4.776 4.846
N -2.979 -6.232 6.474
N -4.308 -5.999 4.657
H -3.596 -6.926 6.862
H -2.147 -5.972 6.988
H -4.504 -5.559 3.768
H -4.949 -6.689 5.013
C -1.515 0.075 -7.801
O -1.027 -0.612 -6.918
N -1.694 1.402 -7.674
N -1.917 -0.433 -8.979
H -2.094 1.985 -8.390
H -1.404 1.825 -6.802
H -1.800 -1.429 -9.116
H -2.321 0.117 -9.719
C -10.555 1.027 7.951
O -11.040 0.755 6.864
N -11.254 0.953 9.098
N -9.279 1.426 8.100
H -10.873 1.174 10.003
H -12.219 0.657 9.031
H -8.718 1.494 7.261
H -8.862 1.654 8.986
C 9.355 -4.810 -3.156
O 9.732 -3.968 -2.356
N 8.212 -5.502 -2.999
N 10.049 -5.122 -4.266
H 7.885 -6.199 -3.646
H 7.660 -5.298 -2.176
H 10.916 -4.624 -4.422
H 9.755 -5.812 -4.936
C 13.339 -1.948 -0.162
O 14.079 -1.334 0.590
N 13.733 -3.043 -0.838
N 12.062 -1.586 -0.383
H 13.138 -3.562 -1.462
H 14.687 -3.349 -0.701
H 11.725 -0.767 0.107
H 11.437 -2.079 -0.998
C 8.031 2.034 -0.543
O 7.988 1.928 -1.759
N 8.842 2.905 0.083
N 7.269 1.289 0.278
H 8.891 3.006 1.083
H 9.432 3.485 -0.499
H 6.644 0.621 -0.153
H 7.290 1.362 1.282
C 10.601 4.342 -4.009
O 11.566 4.727 -4.652
N 9.615 5.167 -3.612
N 10.438 3.058 -3.641
H 8.814 4.868 -3.083
H 9.699 6.142 -3.869
H 11.158 2.404 -3.920
H 9.651 2.722 -3.112
C -1.275 4.817 -7.506
O -1.506 3.988 -8.373
N -0.982 4.479 -6.237
N -1.293 6.141 -7.741
H -0.790 5.146 -5.509
H -0.958 3.492 -6.017
H -1.509 6.438 -8.684
H -1.106 6.838 -7.041
C -4.698 7.370 1.258
O -3.608 7.065 0.800
N -4.838 8.146 2.348
N -5.857 6.958 0.713
H -5.726 8.408 2.739
H -3.990 8.477 2.789
H -5.796 6.372 -0.110
H -6.764 7.199 1.075
C -9.711 4.844 1.190
O -8.948 5.684 0.739
N -9.501 4.228 2.367
N -10.830 4.460 0.550
H -10.118 3.534 2.755
H -8.669 4.488 2.881
H -11.026 4.900 -0.339
H -11.471 3.771 0.906
```

Net charge   +1
Orbital gap   0.2786 Ha
E_tot   -109787.870 eV

Atomic partial charges in e from the Mulliken method, atoms 1 to 6: atom 1 (C): -0.84, atom 2 (C): 0.66, atom 3 (C): -0.58, atom 4 (C): -0.49, atom 5 (C): 0.22, atom 6 (C): -0.39

=====

Formula: HN3O7S2
Source: the OMol25 dataset
Level of theory: ωB97M-V/def2-TZVPD

```
13
Properties=species:S:1:pos:R:3
N 1.327 2.786 1.801
N 2.136 2.708 2.575
N 0.455 -2.396 -1.422
O 2.651 2.908 3.616
O -0.385 -1.583 -1.306
O 0.604 -3.250 -2.268
O 0.047 -0.164 0.863
O 1.627 0.442 -1.103
O 0.822 2.596 0.754
O 2.418 0.307 1.268
S 1.671 -2.294 -0.085
S 1.499 -0.132 0.225
H -0.636 0.335 0.494
```

SMILES   O=[N+]([O-])SS(=O)(=O)O.O=NN=O
Net charge   0
Orbital gap   0.3445 Ha
E_tot   -40479.204 eV

Atomic partial charges in e from the Mulliken method, atoms 1 to 6: atom 1 (N): 0.57, atom 2 (N): 0.62, atom 3 (N): 0.92, atom 4 (O): -0.60, atom 5 (O): -0.48, atom 6 (O): -0.53